1.
Entry from the OMol25 dataset: a molecular structure, C65H72BrCl3N7OP3RbSi (ωB97M-V/def2-TZVPD).

Computed properties:
charge: -1

Positions of all 154 atoms, in Å:
Rb 1.053 0.611 0.251
C 5.720 2.086 -2.099
C 4.433 1.625 -1.421
C 4.743 0.564 -0.365
P 3.023 1.062 -2.500
C 3.031 2.272 -3.894
C 2.066 1.811 -4.983
C 2.683 3.667 -3.371
C 3.650 -0.480 -3.280
C 4.825 -0.521 -4.034
C 5.312 -1.716 -4.538
C 4.622 -2.895 -4.290
C 3.433 -2.862 -3.580
C 2.914 -1.660 -3.080
Si 1.140 -1.608 -2.381
C 0.793 -3.432 -1.961
C 0.260 -4.286 -2.933
C 0.264 -5.662 -2.761
C 0.828 -6.210 -1.617
C 1.328 -5.376 -0.629
C 1.287 -3.986 -0.765
P 1.778 -2.764 0.528
C 0.774 -3.226 2.032
C 0.524 -4.701 2.348
C -0.577 -2.514 1.971
C 3.537 -3.131 0.999
C 4.410 -3.287 -0.240
C 3.802 -4.267 1.983
C 0.123 -1.176 -3.942
C 0.635 -1.555 -5.192
C -0.028 -1.264 -6.371
C -1.234 -0.579 -6.332
C -1.761 -0.201 -5.109
C -1.100 -0.485 -3.909
P -1.735 0.061 -2.274
C -3.250 -0.985 -2.010
C -2.815 -2.286 -1.338
C -4.122 -1.302 -3.223
C -2.362 1.798 -2.517
C -1.255 2.653 -3.126
C -3.715 2.061 -3.174
H 6.364 2.561 -1.354
H 5.547 2.820 -2.886
H 6.278 1.246 -2.516
H 3.998 2.488 -0.911
H 5.125 -0.349 -0.828
H 3.874 0.300 0.241
H 5.505 0.934 0.326
H 4.040 2.295 -4.320
H 1.062 1.653 -4.584
H 2.385 0.872 -5.440
H 1.999 2.569 -5.767
H 1.732 3.678 -2.834
H 2.598 4.374 -4.198
H 3.433 4.062 -2.684
H 5.366 0.395 -4.236
H 6.228 -1.728 -5.115
H 5.002 -3.838 -4.664
H 2.896 -3.789 -3.414
H -0.141 -3.870 -3.851
H -0.150 -6.305 -3.528
H 0.865 -7.285 -1.487
H 1.749 -5.817 0.265
H 1.357 -2.773 2.840
H -0.111 -5.161 1.590
H -0.016 -4.769 3.298
H 1.430 -5.296 2.443
H -1.187 -2.949 1.176
H -0.460 -1.444 1.804
H -1.122 -2.640 2.912
H 3.809 -2.193 1.497
H 4.206 -4.232 -0.752
H 5.464 -3.281 0.047
H 4.255 -2.486 -0.961
H 3.557 -5.242 1.554
H 3.250 -4.148 2.915
H 4.867 -4.286 2.235
H 1.585 -2.073 -5.247
H 0.401 -1.563 -7.320
H -1.760 -0.336 -7.247
H -2.702 0.328 -5.088
H -3.841 -0.405 -1.289
H -2.216 -2.893 -2.022
H -3.682 -2.882 -1.041
H -2.206 -2.100 -0.455
H -3.558 -1.879 -3.958
H -4.508 -0.414 -3.721
H -4.976 -1.913 -2.915
H -2.466 2.129 -1.481
H -1.094 2.414 -4.179
H -0.304 2.512 -2.605
H -1.512 3.712 -3.056
H -3.735 1.815 -4.236
H -3.947 3.127 -3.093
H -4.522 1.514 -2.684
Br -3.153 -4.360 5.749
C -1.820 -3.292 6.575
C -2.157 -2.479 7.640
C -1.172 -1.695 8.227
C 0.123 -1.701 7.734
C 0.454 -2.556 6.684
C -0.516 -3.350 6.102
N 1.124 -0.945 8.447
N 2.004 -0.307 7.827
C 1.957 -0.103 6.432
C 3.148 -0.336 5.769
C 3.216 -0.436 4.389
C 2.076 -0.261 3.572
O 2.100 -0.436 2.323
C 0.850 0.179 4.258
N -0.212 0.505 3.476
C -1.277 0.998 4.057
C -1.381 1.221 5.441
C -0.340 0.854 6.241
C 0.814 0.275 5.666
H -3.172 -2.456 8.010
H -1.408 -1.059 9.071
H 1.468 -2.581 6.306
H -0.264 -4.006 5.281
H 4.025 -0.524 6.379
H 4.149 -0.672 3.891
H -2.115 1.250 3.414
H -2.271 1.683 5.849
H -0.375 1.026 7.309
Cl 2.872 6.666 1.656
C 3.134 5.665 0.287
Cl 4.721 5.689 -0.402
Cl 1.652 6.617 -1.565
C 2.502 4.412 0.275
N 1.910 3.424 0.179
N -6.298 3.469 0.794
C -7.250 4.460 0.919
C -8.636 4.457 0.794
C -9.276 5.665 0.993
C -8.561 6.834 1.304
C -7.186 6.825 1.423
C -6.523 5.615 1.224
N -5.167 5.332 1.277
C -5.079 4.059 1.017
C -3.821 3.298 0.949
C -2.612 3.968 0.821
C -1.444 3.224 0.716
N -1.431 1.890 0.727
C -2.588 1.256 0.891
C -3.804 1.907 1.002
H -6.454 2.513 0.530
H -9.189 3.559 0.555
H -10.354 5.712 0.908
H -9.104 7.758 1.452
H -6.628 7.721 1.659
H -2.585 5.048 0.785
H -0.486 3.714 0.587
H -2.537 0.172 0.933
H -4.705 1.324 1.149


2.
Entry from the OMol25 dataset: a molecular structure, C65H75FeGe2N3S5SeSi2 (ωB97M-V/def2-TZVPD).

Computed properties:
charge: -2

Positions of all 154 atoms, in Å:
Fe -0.127 -0.399 0.146
C 4.215 1.547 -1.625
Si 4.374 -0.327 -1.870
C 5.217 -1.085 -0.326
C 5.499 -0.672 -3.390
C 2.784 -1.316 -2.075
C 2.827 -2.655 -2.435
C 1.715 -3.485 -2.312
C 0.612 -2.970 -1.664
N 0.553 -1.698 -1.307
C 1.533 -0.836 -1.625
S 1.056 0.803 -1.543
H 5.161 1.986 -1.319
H 3.486 1.739 -0.843
H 3.870 2.053 -2.521
H 6.236 -0.735 -0.189
H 5.243 -2.171 -0.375
H 4.645 -0.811 0.558
H 6.443 -0.148 -3.284
H 5.037 -0.339 -4.314
H 5.723 -1.730 -3.496
H 3.743 -3.064 -2.842
H 1.719 -4.506 -2.669
H -0.269 -3.555 -1.436
C -9.235 -2.895 1.364
C -8.400 -2.429 0.205
C -7.471 -3.264 -0.395
C -6.739 -2.845 -1.496
C -5.710 -3.741 -2.114
C -6.937 -1.561 -2.002
C -7.840 -0.694 -1.385
C -8.003 0.700 -1.904
C -8.567 -1.145 -0.295
C -6.249 -1.143 -3.245
C -6.905 -1.388 -4.448
C -6.323 -1.044 -5.653
C -5.072 -0.457 -5.655
C -4.401 -0.207 -4.462
C -4.997 -0.541 -3.247
Ge -3.934 -0.236 -1.553
S -1.851 -0.769 -1.588
S -4.453 1.823 -0.658
Ge -3.813 0.663 1.245
S -1.652 0.851 1.459
S -4.705 -1.270 0.366
C -4.832 1.073 2.955
C -5.590 2.230 3.094
C -6.186 2.538 4.313
C -6.036 1.703 5.402
C -5.317 0.533 5.255
C -4.713 0.209 4.043
C -4.007 -1.093 3.968
C -4.727 -2.234 3.604
C -6.179 -2.155 3.241
C -4.092 -3.467 3.602
C -2.762 -3.593 3.969
C -2.082 -4.930 4.005
C -2.071 -2.456 4.353
C -2.674 -1.208 4.373
C -1.896 -0.014 4.827
C -5.876 3.142 1.965
C -5.003 4.175 1.627
C -3.682 4.309 2.319
C -5.367 5.053 0.615
C -6.565 4.917 -0.065
C -6.933 5.847 -1.186
C -7.415 3.877 0.280
C -7.086 2.987 1.287
C -7.994 1.841 1.616
C -3.047 0.388 -4.541
C -2.867 1.764 -4.400
C -4.037 2.668 -4.143
C -1.587 2.290 -4.509
C -0.487 1.481 -4.746
C 0.897 2.052 -4.769
C -0.692 0.120 -4.900
C -1.954 -0.439 -4.811
C -2.134 -1.922 -4.945
H -8.960 -3.904 1.661
H -10.291 -2.889 1.089
H -9.106 -2.237 2.221
H -7.299 -4.254 0.007
H -5.838 -4.772 -1.789
H -4.717 -3.405 -1.806
H -5.751 -3.700 -3.203
H -8.228 0.698 -2.970
H -7.076 1.258 -1.766
H -8.796 1.222 -1.376
H -9.278 -0.484 0.184
H -7.880 -1.857 -4.430
H -6.840 -1.235 -6.586
H -4.599 -0.188 -6.592
H -6.779 3.440 4.390
H -6.492 1.951 6.353
H -5.222 -0.156 6.084
H -6.695 -1.414 3.850
H -6.649 -3.128 3.368
H -6.274 -1.864 2.194
H -4.652 -4.344 3.305
H -2.552 -5.628 3.317
H -2.132 -5.352 5.012
H -1.033 -4.824 3.736
H -1.033 -2.543 4.643
H -1.105 -0.311 5.514
H -2.543 0.717 5.312
H -1.437 0.464 3.961
H -3.785 4.195 3.398
H -3.223 5.270 2.099
H -3.007 3.524 1.974
H -4.688 5.848 0.339
H -6.349 6.765 -1.136
H -7.994 6.098 -1.155
H -6.730 5.363 -2.143
H -8.345 3.752 -0.260
H -8.920 1.911 1.048
H -8.234 1.814 2.679
H -7.497 0.904 1.363
H -4.913 2.349 -4.709
H -3.791 3.696 -4.406
H -4.303 2.650 -3.084
H -1.441 3.356 -4.387
H 0.893 3.079 -5.127
H 1.567 1.456 -5.386
H 1.291 2.041 -3.751
H 0.156 -0.529 -5.067
H -1.191 -2.401 -5.201
H -2.875 -2.164 -5.708
H -2.478 -2.331 -3.995
C 0.670 2.729 3.866
Si 2.067 1.486 3.433
C 2.230 0.193 4.848
C 3.712 2.493 3.423
Se 1.778 0.407 1.452
H 1.060 3.693 4.179
H 0.027 2.354 4.654
H 0.050 2.884 2.990
H 2.368 0.651 5.823
H 3.074 -0.463 4.654
H 1.336 -0.421 4.877
H 4.011 2.774 4.430
H 3.601 3.399 2.838
H 4.506 1.908 2.976
N -0.450 -7.299 0.623
C -0.399 -6.152 0.784
C -0.336 -4.780 0.977
C 0.887 -4.128 1.272
C 0.902 -2.777 1.452
N -0.195 -1.989 1.366
C -1.367 -2.618 1.142
C -1.488 -3.958 0.917
H 1.794 -4.705 1.375
H 1.826 -2.266 1.700
H -2.246 -1.987 1.164
H -2.459 -4.388 0.726


3.
Entry from the OMol25 dataset: 8 unconnected molecules or ions with the total composition C65H75N2O8P (ωB97M-V/def2-TZVPD).

Computed properties:
SMILES: CCN(CC[C@@]1(ON=O)[C@@H](CCc2ccccc2)C(=O)O[C@@]1(CCCOC(C)=O)[PH2]=O)C(C)=O.c1ccccc1.c1ccccc1.c1ccccc1.c1ccccc1.c1ccccc1.c1ccccc1.c1ccccc1

Positions of all 151 atoms, in Å:
C 0.932 -2.498 5.830
C -0.029 -2.467 4.511
N 0.733 -2.387 3.232
C -0.087 -2.917 2.071
C -1.201 -1.856 1.612
C -1.624 -1.937 0.077
O -2.597 -2.978 -0.333
N -2.737 -3.927 0.629
O -3.053 -4.933 0.043
C -2.448 -0.605 -0.380
C -1.662 0.782 -0.512
C -1.469 1.598 0.864
C 0.053 2.089 0.912
C 1.091 1.720 1.992
C 2.563 2.260 1.876
C 3.061 3.159 0.724
C 2.005 3.558 -0.360
C 0.561 3.030 -0.243
C -2.563 -1.041 -1.949
O -3.543 -1.037 -2.710
O -1.203 -1.474 -2.211
C -0.482 -2.063 -1.061
C -0.095 -3.513 -1.623
C 0.797 -3.447 -2.984
C 0.968 -4.952 -3.585
O 1.493 -5.897 -2.623
C 2.800 -5.556 -2.182
C 3.989 -5.017 -3.095
O 3.038 -5.668 -0.947
P 1.249 -1.332 -0.657
O 2.322 -2.400 -0.377
C 1.873 -3.361 3.347
C 3.352 -2.739 3.488
O 1.714 -4.612 3.305
H 0.368 -2.077 6.748
H 1.076 -3.619 6.072
H 1.913 -1.940 5.679
H -0.713 -3.377 4.614
H -0.714 -1.541 4.632
H 0.555 -3.340 1.229
H -0.664 -3.823 2.508
H -2.122 -2.034 2.289
H -0.808 -0.816 1.932
H -3.534 -0.571 0.009
H -2.312 1.455 -1.194
H -0.645 0.719 -1.020
H -1.821 1.058 1.803
H -2.106 2.562 0.797
H 0.803 1.058 2.881
H 3.319 1.978 2.685
H 4.129 3.539 0.599
H 2.268 4.220 -1.251
H -0.173 3.317 -1.069
H -1.009 -4.160 -1.913
H 0.460 -4.145 -0.828
H 0.231 -2.861 -3.784
H 1.857 -3.068 -2.803
H 1.668 -4.832 -4.492
H -0.056 -5.254 -4.002
H 4.951 -5.629 -2.941
H 4.284 -3.925 -2.867
H 3.771 -5.055 -4.221
H 1.616 -0.390 -1.697
H 1.105 -0.542 0.539
H 3.879 -3.189 4.398
H 3.232 -1.597 3.618
H 3.892 -2.974 2.499
C 4.610 -1.246 -5.815
C 5.217 -0.011 -5.602
C 4.489 1.037 -5.048
C 3.152 0.851 -4.710
C 2.542 -0.379 -4.932
C 3.271 -1.429 -5.482
H 5.180 -2.064 -6.241
H 6.259 0.134 -5.868
H 4.963 1.998 -4.879
H 2.584 1.667 -4.275
H 1.497 -0.522 -4.673
H 2.797 -2.390 -5.653
C 0.704 4.984 5.208
C -0.233 5.867 5.736
C -1.271 6.340 4.938
C -1.369 5.932 3.611
C -0.427 5.055 3.081
C 0.608 4.580 3.879
H 1.509 4.610 5.832
H -0.155 6.188 6.769
H -2.003 7.026 5.351
H -2.180 6.298 2.990
H -0.500 4.741 2.045
H 1.340 3.896 3.467
C -0.367 6.061 -5.701
C -0.231 5.259 -4.573
C 0.429 4.037 -4.662
C 0.948 3.615 -5.882
C 0.804 4.412 -7.013
C 0.148 5.636 -6.923
H -0.875 7.017 -5.630
H -0.638 5.587 -3.621
H 0.538 3.413 -3.781
H 1.464 2.663 -5.951
H 1.204 4.080 -7.965
H 0.038 6.260 -7.804
C -3.665 -2.279 9.534
C -3.132 -1.297 8.704
C -3.052 -1.513 7.332
C -3.503 -2.714 6.790
C -4.027 -3.699 7.621
C -4.110 -3.481 8.993
H -3.732 -2.108 10.603
H -2.778 -0.363 9.127
H -2.640 -0.746 6.685
H -3.444 -2.882 5.719
H -4.373 -4.637 7.199
H -4.521 -4.248 9.640
C 4.599 -0.822 6.773
C 3.684 -0.644 7.806
C 3.942 -1.177 9.065
C 5.114 -1.893 9.289
C 6.024 -2.080 8.254
C 5.768 -1.544 6.996
H 4.400 -0.401 5.793
H 2.769 -0.087 7.630
H 3.230 -1.034 9.871
H 5.316 -2.307 10.271
H 6.935 -2.644 8.427
H 6.479 -1.687 6.189
C -4.114 6.129 -5.481
C -3.692 4.921 -4.934
C -4.623 4.030 -4.411
C -5.978 4.348 -4.429
C -6.400 5.560 -4.967
C -5.468 6.450 -5.494
H -3.388 6.820 -5.895
H -2.635 4.673 -4.918
H -4.294 3.086 -3.988
H -6.705 3.653 -4.023
H -7.455 5.812 -4.976
H -5.797 7.394 -5.916
C -3.872 -0.996 -7.630
C -3.847 -0.985 -6.238
C -3.245 -2.030 -5.544
C -2.671 -3.089 -6.243
C -2.703 -3.104 -7.634
C -3.302 -2.057 -8.328
H -4.336 -0.178 -8.170
H -4.297 -0.161 -5.694
H -3.223 -2.019 -4.460
H -2.198 -3.903 -5.702
H -2.261 -3.932 -8.178
H -3.326 -2.068 -9.412


Number 1: maximum force 0.5 eV Å⁻¹, E_tot -225063.534 eV. Number 2: maximum force 3.3 eV Å⁻¹, E_tot -355801.210 eV. Number 3: maximum force 5.1 eV Å⁻¹, E_tot -97259.098 eV.